Record 1
The following is a quantum chemistry calculation of 2 unconnected molecules or ions with the total composition C3H6N2O, from the Open Molecules 2025 dataset.

Values from the calculation:
Net charge: 0
LUMO energy: 0.77 eV
E_tot: -8233.223 eV
Energy relative to the best compared isomer or geometry (same formula, charge and spin): 80.14 kcal/mol
HOMO energy: -8.35 eV
Molar mass: 86.09 g mol⁻¹

Last column: natural (NBO) charge in e.
Element x y z (Å)
C 0.24104 0.96086 -0.46694  0.127
C -0.73632 -1.51270 -1.07489  0.879
C -0.71265 1.28505 0.64751  -0.750
N 1.37543 0.58373 0.08022  -0.761
N 0.05485 -2.10702 -0.37903  -0.807
O -1.62686 -0.99369 -1.59972  -0.485
H -0.77820 2.37610 0.62785  0.242
H -0.38685 1.04513 1.77802  0.166
H -1.70572 0.84321 0.35887  0.247
H 1.55037 0.42433 1.09565  0.346
H 2.04102 -0.12149 -0.41904  0.387
H 0.68389 -2.78350 -0.64851  0.408

Cartesian forces, eV/Å:
C 0.6 -0.5 1.4
C -0.5 -0.9 0.1
C -0.2 0.3 1.2
N 2.3 -2.9 -0.5
N -1.1 1.6 0.7
O -0.1 0.3 -0.3
H -0.5 0.1 0.0
H -0.6 0.0 -2.3
H 0.8 0.6 0.7
H -0.7 0.5 -0.5
H -1.4 2.5 0.5
H 1.4 -1.5 -0.7

Record 2
The following is a quantum chemistry calculation of 11 unconnected molecules or ions with the total composition C33H86Cl2N2O11PS11, from the Open Molecules 2025 dataset.

Values from the calculation:
Net charge: +1
LUMO energy: -4.41 eV
E_tot: -214624.509 eV
HOMO energy: -9.01 eV
Molar mass: 1141.67 g mol⁻¹

Last column: Mulliken charge in e.
Element x y z (Å)
C 9.84999 -3.19983 -2.81362  -0.762
O 9.52877 -1.82957 -2.73219  -0.318
C 10.35020 -1.05709 -3.60355  -0.489
C 9.90961 0.39742 -3.59788  -1.103
C 8.40454 0.59466 -3.80975  -0.380
C 7.87837 -0.04793 -5.09974  -0.898
C 7.06768 -1.32987 -4.89633  -0.415
C 5.83021 -1.10335 -4.03197  -1.198
C 5.11502 -2.39150 -3.60324  0.720
C 3.81038 -2.13702 -2.77898  -0.434
Cl 4.33332 -1.56227 -1.17784  -0.089
C 2.80958 -1.17170 -3.44149  0.294
C 1.99972 -1.86978 -4.55376  -1.373
Cl 1.63640 -0.53733 -2.24907  -0.135
C 6.09463 -3.28634 -2.79023  -1.086
S 6.47168 -4.79128 -3.77612  -0.193
C 5.44658 -4.31418 -5.01057  0.074
P 5.24631 -5.33914 -6.55182  0.493
N 6.00262 -6.67628 -6.63664  -0.671
N 4.82942 -3.18393 -4.82574  0.037
H 9.18415 -3.74366 -2.14245  0.205
H 10.88553 -3.38492 -2.51301  0.358
H 9.71654 -3.58115 -3.83611  0.325
H 11.38540 -1.11477 -3.24811  0.474
H 10.31506 -1.48506 -4.61421  0.331
H 10.45416 0.92639 -4.38199  0.339
H 10.17562 0.82306 -2.62827  0.439
H 7.90936 0.18535 -2.92761  0.306
H 8.20149 1.66562 -3.82990  0.206
H 8.71312 -0.28380 -5.76300  0.574
H 7.26567 0.66774 -5.65231  0.258
H 6.74423 -1.68507 -5.88191  0.292
H 7.71379 -2.10765 -4.48109  0.159
H 6.07809 -0.58028 -3.10777  0.422
H 5.14690 -0.45721 -4.58912  0.313
H 3.29016 -3.08607 -2.63004  0.606
H 3.31026 -0.28407 -3.81223  0.168
H 1.90002 -1.22326 -5.42533  0.307
H 2.42808 -2.82635 -4.84769  0.341
H 0.99267 -2.07252 -4.19848  0.470
H 5.68047 -3.65051 -1.85645  0.604
H 7.04497 -2.78395 -2.62201  0.394
H 5.58942 -4.37180 -7.51540  0.107
H 3.84071 -5.37533 -6.63953  0.105
H 6.55169 -6.97130 -5.84029  0.266
H 4.23060 -2.81452 -5.55429  0.503
C -1.46884 2.03806 0.06157  -0.931
S -1.96398 0.50369 -0.73190  0.497
O -3.32372 0.73372 -1.28697  -0.567
C -2.17472 -0.43401 0.77976  -0.654
H -1.33832 2.78383 -0.72008  0.317
H -2.25249 2.35209 0.75095  0.271
H -0.52799 1.88605 0.59104  0.373
H -2.91518 0.06226 1.40614  -0.094
H -1.22180 -0.51078 1.30359  0.397
H -2.53170 -1.42739 0.51628  0.350
C -7.11844 -1.49927 3.68317  -0.832
S -5.70419 -1.20293 2.62450  0.460
O -4.48275 -1.52032 3.42826  -0.560
C -5.86149 0.58515 2.60372  -0.543
H -7.19681 -2.57042 3.85191  0.180
H -6.97146 -0.96066 4.62034  0.265
H -8.01898 -1.15869 3.17257  0.401
H -5.81715 0.97763 3.61826  0.104
H -6.80407 0.84374 2.11979  0.414
H -5.03455 0.99379 2.02630  0.105
C -5.70231 1.61890 -3.02846  -0.906
S -6.60347 2.27285 -4.43179  0.607
O -8.03699 2.35019 -4.03167  -0.692
C -6.43760 0.80909 -5.46103  -0.956
H -5.73481 2.36560 -2.23844  0.346
H -6.18602 0.70293 -2.68978  0.307
H -4.66658 1.42751 -3.30051  0.304
H -6.87332 -0.04118 -4.93606  0.406
H -5.38284 0.64927 -5.67748  0.285
H -6.98346 0.99397 -6.38476  0.293
C -6.05356 -5.36585 4.61786  -0.634
S -6.69403 -5.54213 2.95900  0.533
O -7.82952 -4.57947 2.85267  -0.627
C -7.42792 -7.16897 3.17092  -0.957
H -5.58680 -4.38662 4.68260  -0.033
H -6.87496 -5.44035 5.33066  0.346
H -5.29620 -6.12378 4.81526  0.452
H -8.15080 -7.13032 3.98561  0.283
H -6.64105 -7.89231 3.38493  0.339
H -7.92860 -7.43178 2.24139  0.343
C -3.97585 -2.48492 8.74234  -1.070
S -4.49056 -2.37834 7.02401  0.646
O -4.20754 -3.71346 6.41662  -0.663
C -3.18387 -1.28423 6.49205  -0.356
H -4.64791 -3.17534 9.24832  0.353
H -2.95197 -2.85606 8.78372  0.256
H -4.04604 -1.49808 9.19959  0.370
H -2.22334 -1.73883 6.71584  0.079
H -3.27740 -0.32826 7.00895  0.330
H -3.30192 -1.13758 5.41897  0.120
C -5.08870 5.27159 4.76945  -1.055
S -4.86992 3.75786 5.70823  0.523
O -4.65013 2.66476 4.71194  -0.574
C -6.57998 3.61783 6.23840  -1.036
H -4.12741 5.51939 4.32406  0.303
H -5.83105 5.10489 3.98890  0.364
H -5.39550 6.06670 5.44746  0.386
H -7.22487 3.56425 5.36118  0.344
H -6.83168 4.47666 6.85981  0.384
H -6.66628 2.70293 6.82122  0.321
C -2.61501 7.20047 9.47495  -0.986
S -2.93729 5.59777 8.73098  0.541
O -4.25724 5.70251 8.05424  -0.576
C -3.22302 4.71799 10.26925  -0.933
H -2.45918 7.90974 8.66493  0.325
H -3.47635 7.49978 10.07146  0.305
H -1.71711 7.14097 10.08987  0.371
H -4.04208 5.19360 10.80814  0.314
H -2.31021 4.72241 10.86471  0.366
H -3.48921 3.69497 10.01191  0.291
C -4.65353 4.44653 -8.04796  -0.937
S -4.21835 2.71173 -7.91253  0.553
O -3.84282 2.47335 -6.49352  -0.565
C -2.67963 2.81113 -8.83632  -0.997
H -5.57685 4.59011 -7.49037  0.299
H -3.85850 5.05171 -7.61293  0.307
H -4.81030 4.70079 -9.09613  0.373
H -2.02024 3.53373 -8.35567  0.293
H -2.89069 3.10228 -9.86521  0.379
H -2.22770 1.82170 -8.81938  0.312
C 2.08566 -1.32757 8.61012  -0.974
S 1.34088 -1.10700 6.99039  0.431
O -0.12026 -0.94425 7.21196  -0.534
C 1.57806 -2.79798 6.43244  -0.952
H 1.98884 -0.38434 9.14338  0.314
H 1.55419 -2.11420 9.14512  0.301
H 3.14008 -1.57883 8.49534  0.383
H 1.08063 -3.47706 7.12441  0.300
H 2.64470 -3.01512 6.37224  0.395
H 1.12580 -2.87975 5.44626  0.304
C 5.19699 3.32715 -5.69336  -0.806
S 6.47615 3.77035 -6.87995  0.415
O 7.70942 3.05549 -6.45257  -0.538
C 6.64182 5.47478 -6.34543  -0.942
H 4.98001 2.26901 -5.83236  0.105
H 5.56466 3.50561 -4.68264  0.311
H 4.29867 3.91288 -5.88703  0.474
H 6.90992 5.49720 -5.28948  0.302
H 5.70411 6.00137 -6.52125  0.370
H 7.43326 5.92556 -6.94013  0.337

Cartesian forces, eV/Å:
C 0.0 0.1 0.0
O -0.2 0.0 -0.1
C 0.1 0.1 0.1
C -0.3 -0.2 0.2
C 0.3 -0.1 0.0
C -0.2 0.0 0.0
C 0.0 -0.1 -0.1
C -0.1 0.0 0.0
C 0.2 0.1 0.1
C 0.0 0.0 -0.2
Cl 0.0 0.1 0.0
C -0.3 -0.1 0.0
C 0.1 0.3 0.0
Cl 0.0 0.0 0.0
C 0.0 -0.5 -0.3
S 0.1 0.1 0.0
C -0.2 0.4 0.0
P 0.4 -0.7 -0.3
N -0.1 0.5 0.4
N -0.2 -0.3 -0.2
H 0.1 0.0 0.1
H 0.0 -0.1 0.0
H 0.0 0.0 0.0
H 0.0 -0.1 -0.1
H 0.0 0.0 0.0
H 0.1 0.0 0.1
H 0.1 0.1 -0.1
H -0.1 0.0 0.0
H 0.0 0.0 0.0
H 0.0 0.1 0.0
H 0.0 0.1 0.0
H 0.1 0.0 0.0
H 0.0 0.0 0.1
H 0.0 0.1 0.0
H 0.0 0.0 0.0
H 0.1 0.0 0.1
H 0.1 0.0 0.0
H 0.0 -0.1 0.0
H -0.1 0.0 0.0
H 0.0 -0.1 0.0
H 0.0 0.2 0.1
H 0.0 0.1 0.2
H -0.2 0.1 0.0
H 0.0 0.2 0.0
H 0.0 -0.3 -0.2
H 0.0 0.1 0.1
C 0.0 0.0 0.0
S 0.1 0.0 0.1
O 0.0 0.0 0.0
C 0.0 0.0 0.1
H 0.0 0.0 0.0
H 0.0 0.0 0.0
H 0.0 0.0 0.0
H 0.0 0.0 0.0
H 0.0 0.0 0.0
H 0.0 0.0 0.0
C 0.0 0.0 0.1
S -0.1 0.0 -0.1
O 0.0 0.0 0.0
C 0.0 0.0 0.0
H 0.0 0.0 -0.1
H 0.0 0.0 0.0
H 0.0 0.0 0.0
H 0.1 0.0 0.0
H 0.0 0.0 0.0
H 0.0 0.0 0.0
C 0.0 0.0 0.0
S 0.0 0.1 0.0
O 0.0 0.0 0.0
C 0.0 -0.1 0.0
H 0.0 0.0 0.0
H 0.0 0.0 0.0
H 0.0 0.0 0.0
H 0.0 0.0 0.0
H 0.0 0.0 0.0
H 0.0 0.0 0.0
C 0.0 0.0 0.0
S 0.0 0.0 0.0
O 0.0 0.0 0.0
C 0.0 0.0 0.0
H 0.1 0.0 0.1
H 0.0 0.0 0.0
H 0.0 0.0 0.0
H 0.0 0.0 0.0
H 0.0 0.0 0.0
H 0.0 0.0 0.0
C 0.0 0.0 0.1
S 0.0 0.0 -0.2
O 0.0 0.0 0.2
C 0.0 0.1 -0.1
H 0.0 0.0 0.0
H 0.0 0.0 0.0
H 0.0 0.0 0.0
H 0.1 0.0 0.0
H 0.0 0.0 0.0
H -0.1 0.0 0.0
C 0.0 0.1 0.0
S 0.2 -0.2 0.0
O -0.1 0.1 -0.1
C 0.0 0.1 0.1
H 0.0 0.0 0.0
H 0.0 0.0 0.0
H 0.0 0.0 0.0
H 0.0 0.0 0.0
H 0.0 0.0 0.0
H 0.0 0.0 0.0
C 0.0 0.0 0.0
S 0.1 0.0 0.0
O -0.2 0.1 0.0
C 0.0 0.0 0.0
H 0.0 0.0 0.0
H 0.0 0.0 0.0
H 0.0 0.0 0.0
H 0.0 0.0 0.0
H 0.0 0.0 0.0
H 0.0 0.0 0.0
C 0.0 0.1 0.0
S -0.1 0.0 0.0
O 0.1 0.0 0.0
C 0.0 0.1 -0.1
H 0.0 0.0 0.0
H 0.0 0.0 0.0
H 0.0 0.0 0.0
H 0.0 0.0 0.0
H 0.0 0.0 0.0
H 0.0 0.0 0.0
C 0.0 0.0 0.0
S 0.0 0.0 0.0
O 0.1 0.0 0.1
C 0.1 0.0 0.0
H 0.0 0.0 0.0
H 0.0 0.0 0.0
H 0.0 0.0 0.0
H 0.0 0.0 0.0
H 0.0 0.0 0.0
H 0.0 0.0 0.0
C 0.0 0.0 0.0
S 0.0 0.0 0.0
O 0.0 -0.1 0.1
C 0.0 0.0 0.0
H 0.0 0.0 0.0
H 0.0 0.0 0.0
H 0.0 0.0 0.0
H 0.0 0.0 0.0
H 0.0 0.0 0.0
H 0.0 0.0 0.0

Record 3
The following is a quantum chemistry calculation of a molecular structure, C16H14BCdF5N6O, from the Open Molecules 2025 dataset.

Values from the calculation:
Net charge: 0
LUMO energy: -0.47 eV
E_tot: -46635.710 eV
Energy relative to the best compared isomer or geometry (same formula, charge and spin): 0.00 kcal/mol
HOMO energy: -8.42 eV
Molar mass: 524.54 g mol⁻¹

Last column: natural (NBO) charge in e.
Element x y z (Å)
H -2.66666 -2.86331 -1.01973  0.218
N -1.00878 -1.80228 -1.79318  -0.460
B 0.86300 -0.87044 -3.30587  0.559
N -0.37139 -1.77411 -3.01707  -0.305
C -1.00648 -2.61822 -3.85360  0.025
Cd -0.90559 -0.48670 -0.07855  1.692
H -0.67274 -2.72337 -4.86942  0.234
C -2.06066 -3.22129 -3.16514  -0.351
H -2.75731 -3.94277 -3.53870  0.237
C -2.02894 -2.68224 -1.87533  -0.027
H 1.18746 -0.95591 -4.44920  -0.033
C 2.07747 1.91295 3.54155  -0.853
H 1.78889 2.69889 4.24284  0.215
H 1.35163 1.87977 2.72638  0.216
H 3.06802 2.13317 3.13742  0.213
N 2.02224 -1.21951 -2.32031  -0.347
N 0.48257 0.59618 -2.93318  -0.319
N 1.79910 -1.12391 -0.95917  -0.356
N -0.03116 0.92051 -1.69837  -0.450
C 3.30848 -1.55305 -2.55209  -0.009
C 0.64050 1.71838 -3.66659  -0.002
H 3.65657 -1.67245 -3.55703  0.217
H 1.01070 1.66194 -4.68163  0.225
C 3.95674 -1.67123 -1.32016  -0.366
C 0.25131 2.80316 -2.88166  -0.358
C 2.95844 -1.39137 -0.36325  -0.040
C -0.16289 2.26087 -1.65340  -0.029
H 4.97894 -1.91876 -1.13420  0.226
H 0.26317 3.84135 -3.16178  0.231
H 3.05530 -1.37755 0.72178  0.208
H -0.54421 2.76376 -0.77181  0.234
H 2.09341 0.96444 4.04458  0.208
F -2.96602 0.63844 6.47259  -0.292
C -2.62057 0.72262 5.17352  0.236
C -2.49254 -0.44179 4.40705  0.273
F -2.77266 -1.63768 4.96926  -0.294
C -2.09064 -0.35967 3.09168  0.254
F -1.95291 -1.51752 2.36850  -0.342
C -1.78462 0.89315 2.49669  0.228
O -1.30440 1.03338 1.30097  -0.874
C -1.98971 2.05875 3.28110  0.258
F -1.72736 3.25357 2.70251  -0.297
C -2.37680 1.97497 4.59863  0.287
F -2.51890 3.09488 5.34336  -0.291

Cartesian forces, eV/Å:
H 0.1 0.0 -0.1
N -0.6 -1.0 -0.5
B 0.3 0.5 1.3
N -0.9 -0.2 0.9
C -0.3 0.1 1.1
Cd 1.3 0.7 -0.7
H 0.1 -0.1 -0.1
C 0.2 0.2 0.0
H -0.1 -0.1 -0.1
C 1.0 0.4 -1.0
H 0.0 -0.1 -0.1
C -0.1 0.6 -0.3
H 0.0 -0.1 -0.1
H 0.1 0.0 0.0
H -0.1 0.0 0.0
N -0.2 -0.3 1.0
N -0.8 0.6 0.4
N 0.1 -0.2 -0.4
N 0.1 1.0 -0.5
C -0.1 0.1 1.1
C -0.3 0.1 0.9
H 0.2 0.0 -0.2
H 0.0 0.0 0.2
C -0.7 0.1 -0.5
C 0.1 -0.2 -0.1
C 0.1 -0.1 -0.7
C 0.4 -0.8 -1.1
H 0.3 -0.1 0.0
H 0.0 0.0 0.0
H -0.1 0.0 -0.4
H 0.1 -0.2 -0.1
H 0.0 -0.4 0.3
F 0.0 0.0 -0.4
C 0.0 -0.1 -0.1
C -0.3 0.1 0.8
F 0.2 0.6 -0.3
C 0.1 0.7 -0.2
F 0.1 0.7 0.0
C -0.3 -0.3 0.9
O 0.2 -0.6 -1.1
C 0.3 -0.3 -0.6
F -0.2 -0.6 0.5
C -0.2 0.1 0.6
F 0.1 -0.7 -0.4